DFT (wB97M-V/def2-TZVPD) results for a structure of composition C44H34As2MgN5O6S2.

Structure (XYZ):
```
94
Properties=species:S:1:pos:R:3:lowdin_charge:R:1
O 3.1128 1.0762 3.2900 -0.32
C -3.2339 1.4571 -2.8737 -0.19
C -5.1928 1.2880 -1.2535 -0.03
H -1.6964 4.3636 2.1042 0.09
As -1.6383 1.5882 1.9269 0.87
H -0.9571 2.8752 -5.6693 0.09
C -3.9742 0.8444 -1.7552 -0.19
H 5.0009 2.5081 0.6180 0.11
S 1.6674 0.9610 3.2778 0.46
N 2.8338 0.0677 -0.1189 0.12
H 6.4342 0.5422 1.0582 0.11
H 1.3404 -5.4051 -1.7533 0.10
N 1.9173 -2.1670 -1.1201 0.09
C -2.1353 -2.1458 -3.0996 -0.36
C -2.7292 -4.4282 -4.5930 -0.11
C -2.4159 -3.3537 -2.4614 -0.13
H 3.8051 -2.9970 3.0342 0.06
C -3.6243 2.5822 -3.5939 -0.03
C 2.3384 2.3808 -0.2402 -0.20
C -0.6811 4.1835 2.4397 -0.10
H 2.8752 3.4381 3.6892 0.11
C 1.3502 -3.2684 -1.5967 -0.17
H -5.6960 2.1374 -1.6997 0.10
H -1.0423 -4.0105 5.0838 0.10
C 3.2148 -2.5498 3.8365 -0.02
H -1.9379 -1.1623 -4.9996 0.09
N 1.1560 1.9650 -0.6994 0.10
N -0.8812 -3.3613 3.1467 0.05
C 1.4408 4.9779 3.2330 -0.09
C -1.5939 2.4721 -4.8916 -0.10
O -1.0847 0.9216 0.5011 -0.57
H 1.3448 -3.5256 5.6614 0.09
C 1.8779 3.6669 3.3366 -0.08
C -2.7172 -4.4855 -3.2054 -0.09
C -0.0448 -2.8531 2.2226 -0.78
As -1.6221 -0.6252 -1.9636 1.35
O 1.1704 0.1476 2.1598 -0.39
C 2.9327 -4.6635 -0.4998 -0.06
C 1.7630 -2.8691 3.6392 -0.34
H 2.1034 5.7891 3.5106 0.10
C 3.6113 -0.9965 0.0503 -0.18
H -6.6889 1.0173 0.2511 0.10
H -2.9390 -5.4158 -2.6967 0.10
C 2.9992 -2.2873 -0.3541 -0.23
Mg 0.5900 -0.1527 0.2367 0.44
O 1.0620 0.5290 4.5229 -0.30
H -0.3373 4.9237 -1.1638 0.11
H -2.3828 -3.4120 -1.3778 0.06
C -0.3619 -3.6006 4.3415 -0.16
C 1.6599 4.6613 -0.3895 -0.06
C 2.6238 3.7274 -0.0537 -0.01
C 0.4478 4.2292 -0.8990 -0.04
H -0.8630 0.1408 3.5381 0.01
H -4.5596 3.0783 -3.3658 0.10
H 3.3452 -1.4676 3.7821 0.06
C -2.4418 -3.2313 -5.2326 -0.10
H 0.4551 -3.1304 -2.1914 0.09
H -0.2078 6.2559 2.7109 0.10
C 5.4185 0.4077 0.7095 -0.04
C -2.8089 3.0798 -4.6007 -0.09
H -0.7239 2.4752 -1.3411 0.10
O -3.0459 2.3978 1.8354 -0.46
C -3.3344 -0.2397 -1.1466 -0.30
C -5.7517 0.6576 -0.1547 -0.08
H -3.1185 3.9566 -5.1565 0.10
C 1.0392 2.6140 2.9916 -0.25
C 4.6186 1.5096 0.4681 0.00
H 4.3648 -3.5891 0.6855 0.10
C -0.2548 2.8583 2.5311 -0.20
C 0.1529 5.2369 2.7858 -0.09
C -2.1470 -2.0949 -4.4891 -0.10
O -1.7363 0.3697 3.1779 -0.23
C 0.9594 -3.3506 4.6665 -0.04
C 0.2299 2.8665 -1.0165 -0.10
H -5.5233 -0.8639 1.3393 0.10
H -3.3381 -1.6479 0.4689 0.06
C -3.8832 -0.8591 -0.0357 -0.09
C 3.3103 1.2945 0.0569 -0.20
H 1.8490 5.7162 -0.2372 0.11
H 3.5660 4.0418 0.3710 0.11
C 3.5271 -3.5214 0.0053 -0.03
N 1.2709 -2.6527 2.4258 0.09
C 1.8382 -4.5394 -1.3389 -0.05
C -1.1911 1.3552 -4.1690 -0.12
C -5.0998 -0.4063 0.4545 -0.07
H -2.4513 -3.1772 -6.3147 0.09
S -0.6933 -2.4071 0.6730 0.62
C -2.0115 0.8420 -3.1763 -0.34
H -2.9619 -5.3132 -5.1725 0.09
H -0.2302 0.8955 -4.3740 0.11
H 3.3133 -5.6406 -0.2300 0.10
H 5.5495 -1.7341 0.6310 0.11
C 4.9243 -0.8651 0.4856 0.01
H 3.5802 -2.9040 4.8003 0.07
```

As for the highest occupied orbital energy: -4.52 eV. As for the total charge: -1.

DFT (wB97M-V/def2-TZVPD) results for a structure of composition C44H34N12O3S2Sr.

Structure (XYZ):
```
96
Properties=species:S:1:pos:R:3:lowdin_charge:R:1
N -1.9189 -1.0989 1.5407 0.08
H 2.4325 0.9200 -8.6834 0.11
C 2.9067 -2.2744 0.8764 -0.14
C 5.0594 -3.2972 -1.7681 0.03
C -2.6331 -3.1499 0.5045 -0.02
C 0.0533 2.2476 -2.4755 -0.20
C 4.7677 -3.5155 -4.2022 -0.28
H 2.9813 1.2629 -1.8601 0.13
C -4.4973 -0.7400 2.6025 -0.01
C -1.1453 0.9505 2.5723 -0.25
C 1.2156 -3.6394 -4.8252 -0.07
C 5.8719 -5.1376 -0.4650 -0.04
H 3.7857 0.1015 -4.0091 0.12
C 2.9351 2.6363 -4.3713 -0.08
H 6.3469 -6.9270 -1.5444 0.11
C 2.7355 0.7396 -7.6609 -0.06
C -2.1967 -0.0619 2.3117 -0.23
C 5.4081 -3.8296 -0.5371 -0.19
O 2.1893 -2.3664 -2.0317 -0.31
H -5.4974 -0.5866 2.9909 0.12
H -1.9551 1.4526 4.5216 0.10
H 5.7027 -5.9744 -3.7458 0.12
H -3.9784 0.0263 -2.1082 0.11
C -3.4999 0.1393 2.8599 0.00
H 0.8209 -6.5568 -7.4593 0.09
C 5.1656 -4.0750 -2.9171 -0.13
H -0.3213 -7.0915 -4.0621 0.11
O 4.4073 -2.2112 -4.2531 0.12
H 2.6657 3.5860 -4.8290 0.13
H -3.3644 -4.9276 -0.3932 0.10
H 6.2093 -2.4176 0.8930 0.13
C -4.2281 -1.8727 1.7985 -0.16
N 0.6661 -6.8504 -6.5104 0.11
C -4.9172 -3.9124 0.7089 -0.09
N 4.4264 -0.7216 0.5669 0.13
C 3.2137 -0.5050 -7.2935 -0.01
N 4.2497 -3.1160 -6.2414 0.12
H 2.2585 2.7304 -7.0142 0.12
C 0.1119 -6.1222 -4.2771 -0.02
H -0.2549 -5.3518 -2.3065 0.11
S -2.0782 -2.2521 -4.0843 1.08
C -0.1538 1.1654 1.5867 -0.18
C 0.6609 2.9748 3.0577 -0.12
C 4.0885 -2.0350 -5.5540 -0.32
C -1.1869 -1.2557 -3.0024 -0.78
C -2.9138 -2.0148 1.2916 -0.21
N 4.2115 -2.0466 0.7135 -0.12
H 1.6158 -2.6556 -5.0381 0.11
H 2.4874 -3.2605 0.9891 0.15
C 2.0478 1.6700 -2.2147 -0.14
N 2.2396 -1.1361 0.8660 0.01
S 0.8038 -2.6674 -2.3291 0.50
C 0.7092 2.2329 1.8839 -0.18
H 1.3676 3.7806 3.2276 0.09
H -3.6811 1.0295 3.4420 0.10
C -1.2085 1.6793 3.7686 -0.07
C 3.4963 0.2917 -5.0350 0.04
C -3.2414 -0.5893 -2.6052 -0.25
C 2.6399 1.7599 -6.7217 -0.02
N 1.9355 2.3590 -3.3567 -0.12
C 0.6427 -5.8660 -5.5443 -0.31
H -5.6763 -4.6473 0.4751 0.10
C -3.5388 -1.5249 -3.5385 -0.39
H 6.1362 -5.5610 0.4973 0.11
H 1.4720 2.5194 1.1585 0.06
N 0.8748 1.5877 -1.6193 0.02
N 0.1766 -1.3229 -2.8934 -0.25
H 0.0170 -7.6115 -6.4114 0.09
Sr -0.0403 -0.6306 -0.3838 1.37
C -3.6107 -4.0682 0.2180 -0.07
C -5.2146 -2.8301 1.4923 -0.04
H 1.6244 -4.3918 -6.7782 0.11
O 0.0623 -3.1434 -1.1673 -0.42
C -0.2930 2.6835 4.0216 -0.11
H 3.0314 0.8465 0.6530 0.10
N 4.6917 -4.0784 -5.3618 0.13
H -1.6361 -3.3041 0.1239 0.07
C 5.3049 -3.0014 0.7232 -0.07
C 5.6320 -5.3838 -2.8427 -0.01
C 3.2203 -0.2148 0.6734 -0.21
C 3.0234 1.5420 -5.4067 -0.19
N 0.6531 2.7301 -3.5380 0.13
C 0.1494 -5.1535 -3.2903 -0.06
H 4.6703 -2.2917 -1.8309 0.11
H -4.5148 -1.7911 -3.9036 0.06
H -0.3280 3.2377 4.9513 0.09
H -1.0010 2.3763 -2.3021 0.11
N -1.9180 -0.4138 -2.2863 -0.03
C 1.1951 -4.6044 -5.8069 -0.02
C 5.9879 -5.9090 -1.6129 -0.06
H 5.1722 -3.6572 1.5848 0.13
H -6.2130 -2.6937 1.8915 0.11
C 3.5959 -0.7286 -5.9720 -0.14
H 3.8927 2.7643 -3.8647 0.13
H 3.2960 -1.3091 -8.0121 0.12
C 0.7061 -3.9169 -3.5632 -0.32
```

As for the highest occupied orbital energy: -6.78 eV.

DFT (wB97M-V/def2-TZVPD) results for a structure of composition C44H34N8O2S2Yb.

Structure (XYZ):
```
91
Properties=species:S:1:pos:R:3:lowdin_charge:R:1
H -5.7224 0.2651 -1.3746 0.11
N -2.1480 3.7526 -0.0715 0.18
C 5.1661 0.1396 -0.9408 -0.18
C 3.9807 -0.6235 -0.8950 -0.19
C 0.5733 -0.2286 -4.7606 -0.45
C -0.2780 3.2033 6.1015 -0.06
C -4.6213 3.3004 -0.3560 -0.01
H 1.0212 -3.2867 1.5085 0.09
H -1.8133 4.0176 4.8460 0.11
C 0.3382 3.4126 -0.1135 -0.13
H -6.5387 2.4758 -0.7614 0.11
N -1.4055 1.7087 -0.5386 0.07
C -2.7867 1.7054 -0.6291 -0.21
C 0.9349 1.3267 5.2174 -0.04
H 1.2924 2.1916 7.1432 0.11
C 6.4251 -0.4313 -1.0311 -0.02
C 0.8439 -2.3778 -0.4287 -0.23
C 2.6282 2.7043 -0.5455 -0.13
C -0.8101 2.3694 3.9190 -0.07
C 4.0592 -2.0131 -0.9558 0.01
C 0.9751 -3.4761 0.4386 -0.13
C 5.3126 -2.5793 -1.0623 -0.07
C -5.4783 2.2832 -0.7242 -0.08
N 1.2139 2.4790 -0.8152 -0.09
H 0.0370 2.2917 -6.9072 0.11
C -1.0408 3.2698 4.9446 -0.06
N 4.7566 1.4493 -0.8474 0.17
C 0.8734 -4.0465 -2.2693 -0.07
H -0.4556 3.9068 6.9004 0.11
N 0.1376 -0.4721 -2.4745 0.00
C -5.0077 1.0133 -1.0678 -0.07
C -2.0034 -1.1883 3.6563 -0.01
C -3.0145 -3.7033 -0.5320 -0.02
H -0.9370 3.2884 -4.8897 0.11
C -3.6643 0.7039 -1.0313 0.00
S 1.1142 -1.8458 -4.4402 1.15
H 7.3174 0.1747 -1.0416 0.11
C -0.5005 2.3014 -4.8350 -0.07
C 3.4050 1.4428 -0.7419 -0.30
H 1.0482 2.5397 -1.8212 0.11
N -1.8285 -1.7013 0.0505 0.06
H 2.7356 2.9850 0.5096 0.13
C -0.5080 1.6143 -3.6390 -0.04
H 0.6316 3.4043 0.9447 0.12
H -4.9830 4.2873 -0.1147 0.11
N -0.8850 0.0503 1.8788 -0.23
H -3.2884 -0.2665 -1.3065 0.09
C -1.6805 -0.9836 2.3287 -0.27
C -1.0723 2.9378 -0.2234 -0.32
H -3.3024 -4.3867 -1.3139 0.11
H -3.9289 -3.9698 3.4236 0.11
H -0.9913 2.0182 -2.7644 0.08
S 0.4678 0.3528 2.6540 0.57
C 0.6358 -1.6518 -2.7682 -0.53
C -3.4072 -3.8962 0.7644 0.01
C -3.3133 -3.1376 3.1206 -0.03
H 0.9775 0.0047 -6.8505 0.11
C 1.0697 -4.7870 -0.0069 -0.07
C -2.8206 -2.2540 4.0428 -0.06
O 1.1903 -0.8462 2.9953 -0.27
N 2.8944 0.2346 -0.7731 0.11
H 5.3603 2.2534 -0.8150 0.17
H -2.1361 4.7321 0.1618 0.17
C 0.0584 0.3388 -3.5778 -0.30
H 3.0607 3.5137 -1.1579 0.14
H -1.9345 -2.4017 -1.8659 0.11
C 0.5768 0.4615 -5.9613 -0.08
C 0.7898 -2.7249 -1.8132 -0.34
H -1.6026 -0.5151 4.4004 0.11
H -3.0520 -2.3781 5.0896 0.11
H -1.3942 2.3699 3.0095 0.11
C 0.1771 1.4115 4.0667 -0.29
C 0.0479 1.7359 -5.9845 -0.08
C -3.2708 2.9943 -0.3234 -0.18
C 0.7051 2.2363 6.2396 -0.05
C -2.1847 -1.8928 1.3449 -0.16
H 1.6764 0.5478 5.2971 0.12
H 1.0583 -6.0981 -1.7068 0.10
H 5.4022 -3.6534 -1.1108 0.11
H 0.4103 4.4499 -0.4863 0.14
H 1.1963 -5.5930 0.7021 0.11
H 0.8077 -4.2565 -3.3289 0.09
Yb 0.3790 -0.0892 -0.0595 1.67
C -2.9919 -2.9865 1.7580 -0.14
H 3.1746 -2.6254 -0.9025 0.08
H 7.4350 -2.2992 -1.1524 0.11
O 1.2020 1.2138 1.7059 -0.41
C -2.2367 -2.5807 -0.8410 -0.14
C 1.0084 -5.0763 -1.3641 -0.08
C 6.4767 -1.8079 -1.0947 -0.08
H -4.0248 -4.7372 1.0411 0.12
```

As for the highest occupied orbital energy (spin up / spin down): -10.10 / -10.10 eV. The multiplicity is 2. As for the total charge: +1.